Below is an isolated molecule of C3H2N2O, with properties calculated with the ωB97M-V functional and the def2-TZVPD basis.

Geometry (Å):
C: 1.67 -0.10 0.03
C: 0.57 -0.65 0.16
C: -0.64 -0.41 -0.17
N: -1.00 1.06 0.03
N: -1.87 0.14 0.06
O: -3.01 -0.15 0.02
H: 1.92 0.13 -1.00
H: 2.34 -0.02 0.87

Computed properties:
HOMO   -9.6356 eV
Spin multiplicity   1
Orbital gap   0.348 Ha
M   82.06 g/mol
Calculated total energy   -8162.55266 eV
Structure (SMILES)   C=C=C1N=[N+]1[O-]
Energy relative to the best compared isomer or geometry (same formula, charge and spin)   7.160 eV
Maximum force   4.7 eV/Å